Formula: C5H12NO
Source: OMol25
Level of theory: ωB97M-V/def2-TZVPD

```
19
C5H12NO, DFT ωB97M-V/def2-TZVPD
C 0.772 -0.190 -1.047
C -0.169 1.606 0.384
C 1.617 0.113 1.216
C -2.135 -1.550 -1.272
C 0.327 0.121 0.340
N -0.679 -0.872 0.929
O -1.510 -0.247 1.597
H -0.065 -0.019 -1.642
H 1.828 0.281 -1.250
H 1.033 -1.208 -1.202
H -1.274 1.623 0.034
H 0.522 2.192 -0.254
H -0.111 2.150 1.365
H 1.620 -0.828 1.663
H 2.459 0.310 0.587
H 1.549 0.856 2.052
H -2.479 -1.289 -0.316
H -1.766 -0.696 -1.956
H -1.539 -2.354 -1.228
```

The total energy is -327.5145 Ha. The value obtained for the orbital gap (spin up / spin down) is 0.184 / 0.241 hartree. As for the net charge: -1. The calculation puts the energy relative to the best compared isomer or geometry (same formula, charge and spin) at 4.9399 eV. As for the spin multiplicity: 1.

Formula: C5H12NO
Source: OMol25
Level of theory: ωB97M-V/def2-TZVPD

```
19
C5H12NO, DFT ωB97M-V/def2-TZVPD
C -0.534 -0.760 -1.685
C -0.812 -2.272 -1.802
C 0.126 -0.476 -0.320
N 0.231 0.981 -0.084
C 1.089 1.327 1.044
C 0.297 1.885 2.258
O -1.032 1.890 2.127
H -1.457 -0.190 -1.625
H 0.116 -0.414 -2.480
H -0.415 -2.657 -2.744
H -1.875 -2.516 -1.833
H -0.381 -2.848 -0.983
H -0.531 -0.958 0.421
H 1.099 -0.961 -0.211
H -0.694 1.213 0.210
H 1.703 0.465 1.306
H 1.856 2.050 0.767
H 0.576 2.926 2.497
H 0.639 1.315 3.137
```

The total energy is -327.5942 Ha. The value obtained for the orbital gap (spin up / spin down) is 0.364 / 0.263 hartree. The calculation puts the energy relative to the best compared isomer or geometry (same formula, charge and spin) at 0.8953 eV. As for the spin multiplicity: 2.

Formula: C5H12NO
Source: OMol25
Level of theory: ωB97M-V/def2-TZVPD

```
19
C5H12NO, DFT ωB97M-V/def2-TZVPD
C -1.493 0.313 -2.123
C -1.398 0.841 -0.869
C 0.538 -1.332 1.209
C 1.806 0.390 -0.190
C -0.517 0.526 0.105
N 0.559 -0.402 -0.046
O -0.309 1.145 1.262
H -2.295 0.548 -2.824
H -0.756 -0.365 -2.500
H -2.253 1.404 -0.343
H -0.453 -1.440 1.676
H 0.951 -2.329 1.031
H 1.049 -0.934 2.150
H 1.574 1.139 -0.970
H 2.090 0.830 0.673
H 2.678 -0.332 -0.597
H -1.979 -1.043 1.969
H 0.410 -1.072 -0.851
H -0.201 2.114 1.238
```

The total energy is -327.2315 Ha. The value obtained for the orbital gap (spin up / spin down) is 0.356 / 0.289 hartree. As for the net charge: +1. The calculation puts the energy relative to the best compared isomer or geometry (same formula, charge and spin) at 6.2061 eV. As for the spin multiplicity: 1.

Formula: C5H12NO
Source: OMol25
Level of theory: ωB97M-V/def2-TZVPD

```
19
C5H12NO, DFT ωB97M-V/def2-TZVPD
C 1.329 2.165 0.980
C -0.148 1.798 1.154
C -0.324 0.313 1.274
C -0.999 -0.435 0.370
N -0.486 -1.708 0.156
C -0.318 -2.299 -1.086
H 1.818 1.361 0.429
H 1.513 3.153 0.545
H 1.795 2.119 1.967
H -0.709 2.392 1.895
H -0.609 1.980 0.164
H 0.252 -0.275 2.007
H -1.611 -0.094 -0.454
H -0.124 -2.036 1.059
H 0.530 -2.972 -1.120
H -1.295 -2.800 -1.158
H 0.408 0.060 -3.142
H 0.173 -0.858 -1.854
O 0.503 0.023 -2.183
```

The total energy is -327.2810 Ha. The value obtained for the orbital gap is 0.255 hartree. As for the net charge: +1. The calculation puts the energy relative to the best compared isomer or geometry (same formula, charge and spin) at 4.8604 eV. As for the spin multiplicity: 1.

Formula: C5H12NO
Source: OMol25
Level of theory: ωB97M-V/def2-TZVPD

```
19
C5H12NO, DFT ωB97M-V/def2-TZVPD
O -2.766 -0.814 -0.812
C -2.079 -0.057 -0.182
C -0.797 -0.469 0.426
C 0.358 0.613 0.420
C 1.753 0.307 0.913
C 0.382 1.360 -0.996
N -0.370 -1.710 -0.306
H -2.314 1.013 -0.055
H -0.844 -0.734 1.495
H -0.113 1.318 1.111
H 2.202 1.212 1.327
H 2.486 -0.030 0.177
H 1.622 -0.275 1.850
H -0.576 1.874 -1.110
H 0.557 0.512 -1.719
H 1.305 1.917 -1.061
H -0.424 -1.603 -1.323
H 0.608 -1.973 -0.152
H -0.990 -2.462 -0.003
```

The total energy is -327.4218 Ha. The value obtained for the orbital gap is 0.411 hartree. As for the net charge: +1. The calculation puts the energy relative to the best compared isomer or geometry (same formula, charge and spin) at 1.0287 eV. As for the SMILES: CC(C)[C@H]([NH3+])C=O. As for the spin multiplicity: 1.

Formula: C5H12NO
Source: OMol25
Level of theory: ωB97M-V/def2-TZVPD

```
19
C5H12NO, DFT ωB97M-V/def2-TZVPD
O 1.047 1.869 1.558
C -0.021 0.954 1.523
C -0.252 0.462 0.100
N -1.144 -0.763 0.118
C -1.057 -1.352 -1.276
C 0.378 -1.016 -1.721
C 0.974 -0.120 -0.597
H 1.862 1.390 1.752
H 0.178 0.100 2.182
H -0.893 1.486 1.882
H -0.735 1.166 -0.565
H -0.752 -1.439 0.781
H -2.103 -0.562 0.404
H -1.744 -0.749 -1.877
H -1.360 -2.390 -1.233
H 0.341 -0.473 -2.665
H 0.997 -1.890 -1.906
H 1.483 -0.784 0.092
H 1.632 0.635 -1.007
```

The total energy is -327.4552 Ha. The value obtained for the orbital gap is 0.419 hartree. As for the net charge: +1. The calculation puts the energy relative to the best compared isomer or geometry (same formula, charge and spin) at 0.1193 eV. As for the SMILES: OC[C@H]1CCC[NH2+]1. As for the spin multiplicity: 1.

Formula: C5H12NO
Source: OMol25
Level of theory: ωB97M-V/def2-TZVPD

```
19
C5H12NO, DFT ωB97M-V/def2-TZVPD
C -0.590 -0.108 -2.132
O -1.068 -1.249 -1.436
C 0.500 0.549 -1.331
C -0.082 0.959 0.048
C 0.003 -0.005 1.186
C -0.937 -0.765 1.695
N 1.291 0.073 1.938
H -1.435 0.556 -2.318
H -0.260 -0.374 -3.137
H -0.963 -2.077 -1.914
H 1.311 -0.162 -1.164
H 0.849 1.437 -1.847
H -1.106 1.313 -0.098
H 0.403 1.870 0.420
H -1.937 -0.747 1.304
H -0.803 -1.545 2.438
H 2.108 0.018 1.322
H 1.394 0.964 2.429
H 1.322 -0.706 2.597
```

The total energy is -327.4210 Ha. The value obtained for the orbital gap is 0.372 hartree. As for the net charge: +1. The calculation puts the energy relative to the best compared isomer or geometry (same formula, charge and spin) at 1.0486 eV. As for the SMILES: C=C([NH3+])CCCO. As for the spin multiplicity: 1.

Formula: C5H12NO
Source: OMol25
Level of theory: ωB97M-V/def2-TZVPD

```
19
C5H12NO, DFT ωB97M-V/def2-TZVPD
C 0.008 0.630 1.999
O -0.008 1.689 1.011
C -0.538 -0.662 1.384
C 0.149 -1.288 0.124
C 0.880 -0.343 -0.835
C -0.540 0.288 -2.732
N -0.112 0.465 -1.554
H -0.749 0.950 2.720
H 0.991 0.489 2.454
H 0.573 2.400 1.310
H -0.458 -1.461 2.105
H -1.595 -0.465 1.186
H -0.600 -1.886 -0.408
H 0.870 -2.019 0.499
H 1.499 -0.880 -1.541
H 1.420 0.358 -0.227
H -1.205 1.015 -3.177
H -0.251 -0.609 -3.262
H -0.335 1.328 -1.054
```

The total energy is -327.4314 Ha. The value obtained for the orbital gap is 0.356 hartree. As for the net charge: +1. The calculation puts the energy relative to the best compared isomer or geometry (same formula, charge and spin) at 0.7665 eV. As for the SMILES: C=[NH+]CCCCO. As for the spin multiplicity: 1.

Formula: C5H12NO
Source: OMol25
Level of theory: ωB97M-V/def2-TZVPD

```
19
C5H12NO, DFT ωB97M-V/def2-TZVPD
C -0.948 2.378 -1.183
C 0.856 -0.822 2.559
C 0.039 0.654 -2.396
C -0.103 -1.444 1.514
C 0.131 -1.008 0.058
N -0.387 1.260 -1.199
O -0.573 0.183 0.160
H -1.462 2.660 -0.303
H -0.972 2.980 -2.005
H 1.773 -0.653 2.043
H 0.569 0.147 2.862
H 0.797 -1.371 3.458
H 1.080 0.805 -2.466
H -0.425 0.972 -3.280
H 0.000 -0.411 -2.485
H -1.121 -1.236 1.773
H -0.053 -2.473 1.769
H 1.175 -1.099 -0.185
H -0.376 -1.520 -0.696
```

The total energy is -327.1914 Ha. The value obtained for the orbital gap (spin up / spin down) is 0.343 / 0.282 hartree. As for the net charge: +1. The calculation puts the energy relative to the best compared isomer or geometry (same formula, charge and spin) at 2.8549 eV. As for the spin multiplicity: 3.

Formula: C5H12NO
Source: OMol25
Level of theory: ωB97M-V/def2-TZVPD

```
19
C5H12NO, DFT ωB97M-V/def2-TZVPD
C -1.669 -0.599 1.718
O -0.851 -1.578 2.279
C -0.809 0.405 0.891
C -0.046 -0.387 -0.186
C 1.000 0.096 -1.088
C 2.260 -0.338 -1.362
N 0.524 1.326 -1.831
H -2.427 -1.118 1.121
H -2.130 -0.043 2.556
H -0.371 -1.249 3.047
H -0.119 0.792 1.638
H -1.484 1.176 0.501
H 0.368 -1.220 0.385
H -0.815 -0.842 -0.863
H 2.442 -1.290 -0.868
H 3.054 0.097 -2.009
H -0.503 1.286 -1.945
H 0.894 1.367 -2.789
H 0.681 2.117 -1.195
```

The total energy is -326.8746 Ha. The value obtained for the orbital gap (spin up / spin down) is 0.297 / 0.126 hartree. As for the net charge: +2. The calculation puts the energy relative to the best compared isomer or geometry (same formula, charge and spin) at 2.9503 eV. As for the spin multiplicity: 2.

Q: total energy of number 10 (C5H12NO)?
A: -326.8746 Ha

Q: Number 9 is which compound?
A: C5H12NO

Q: energy relative to the best compared isomer or geometry (same formula, charge and spin) of number 5 (C5H12NO)?
A: 1.0287 eV